Here is a cluster of 3 separate species, C32H68N5O12P2S in total in a non-equilibrium geometry from the OMol25 dataset. Energies are from ωB97M-V with the def2-TZVPD basis set.

Net charge: +1
Spin multiplicity: 1
Highest occupied orbital energy, eV: -10.94
Lowest unoccupied orbital energy, hartree: -0.120

CARTESIAN COORDINATES (ANGSTROEM)
C1 8.526 0.938 -2.714
C2 7.893 0.068 -2.156
N1 6.888 -0.751 -1.657
C3 6.088 -1.725 -2.242
N2 6.130 -2.127 -3.512
N3 7.001 -1.689 -4.507
N4 5.175 -2.306 -1.384
C4 5.417 -1.619 -0.200
C5 4.541 -1.958 1.026
C6 3.075 -2.389 0.613
C7 1.950 -1.660 1.472
C8 0.837 -1.041 0.520
C9 -0.614 -1.096 1.132
C10 -1.738 -1.461 0.097
C11 -3.137 -1.204 0.805
C12 -4.317 -1.097 -0.251
C13 -4.278 0.306 -0.963
C14 -4.722 1.505 -0.039
C15 -6.198 1.920 -0.385
O1 -6.730 2.607 0.753
C16 -7.741 3.547 0.366
N5 6.433 -0.727 -0.356
C17 6.929 0.114 0.745
C18 6.714 1.669 0.551
C19 8.087 2.430 0.580
C20 7.961 3.976 0.355
S1 9.157 4.959 1.335
O2 10.077 4.135 2.089
O3 8.476 5.888 2.226
O4 10.078 5.891 0.337
H1 9.026 1.790 -3.205
H2 5.445 -2.836 -3.782
H3 7.959 -1.991 -4.311
H4 6.948 -0.672 -4.576
H5 4.523 -1.046 1.682
H6 5.055 -2.747 1.641
H7 2.983 -3.500 0.721
H8 2.851 -2.157 -0.458
H9 1.422 -2.469 2.045
H10 2.362 -0.912 2.191
H11 1.120 0.032 0.376
H12 0.826 -1.518 -0.490
H13 -0.855 -0.096 1.568
H14 -0.653 -1.853 1.954
H15 -1.670 -0.857 -0.848
H16 -1.715 -2.546 -0.194
H17 -3.366 -2.055 1.492
H18 -3.097 -0.222 1.349
H19 -5.295 -1.180 0.302
H20 -4.285 -1.930 -0.994
H21 -4.875 0.252 -1.913
H22 -3.225 0.533 -1.290
H23 -4.051 2.378 -0.260
H24 -4.669 1.226 1.039
H25 -6.221 2.581 -1.288
H26 -6.767 0.984 -0.631
H27 -8.495 3.630 1.185
H28 -7.273 4.550 0.154
H29 -8.248 3.214 -0.575
H30 6.393 -0.200 1.675
H31 8.019 -0.052 0.965
H32 6.109 2.017 1.433
H33 6.091 1.876 -0.352
H34 8.707 2.000 -0.253
H35 8.631 2.222 1.532
H36 8.117 4.260 -0.720
H37 6.946 4.337 0.669
H38 9.552 6.671 0.061
O5 -3.949 6.567 5.438
P1 -3.634 5.349 4.607
O6 -4.555 4.232 5.385
C21 -5.959 4.235 5.135
C22 -6.286 3.771 3.727
O7 -2.165 4.994 5.281
C23 -1.444 5.992 6.002
C24 -1.788 5.959 7.482
O8 -3.270 4.204 3.420
C25 -2.857 4.731 2.149
C26 -1.585 5.555 2.242
H39 -6.366 5.235 5.318
H40 -6.412 3.555 5.859
H41 -5.918 4.486 2.985
H42 -7.364 3.670 3.591
H43 -5.811 2.813 3.513
H44 -1.625 6.980 5.574
H45 -0.379 5.789 5.874
H46 -2.858 5.851 7.658
H47 -1.442 6.868 7.978
H48 -1.307 5.104 7.963
H49 -3.672 5.329 1.730
H50 -2.696 3.879 1.486
H51 -1.744 6.464 2.831
H52 -1.250 5.857 1.248
H53 -0.790 4.990 2.729
O9 -1.357 -5.656 -2.662
P2 -1.832 -6.098 -4.024
O10 -2.151 -4.627 -4.695
C27 -1.053 -3.846 -5.153
C28 -0.399 -4.444 -6.387
O11 -3.368 -6.529 -3.600
C29 -3.692 -6.806 -2.237
C30 -4.174 -5.555 -1.522
O12 -2.129 -6.828 -5.515
C31 -1.535 -8.124 -5.707
C32 -2.035 -9.151 -4.707
H54 -0.322 -3.728 -4.346
H55 -1.447 -2.857 -5.394
H56 0.084 -5.398 -6.151
H57 0.363 -3.772 -6.786
H58 -1.140 -4.641 -7.163
H59 -2.839 -7.254 -1.724
H60 -4.486 -7.554 -2.230
H61 -3.563 -4.681 -1.753
H62 -4.173 -5.706 -0.440
H63 -5.192 -5.311 -1.832
H64 -0.447 -8.030 -5.646
H65 -1.785 -8.444 -6.719
H66 -1.722 -8.898 -3.689
H67 -1.639 -10.140 -4.942
H68 -3.125 -9.195 -4.708